[1]
The following is a quantum chemistry calculation of a molecular structure, C54H42MoN6O4S, from the OMol25 dataset.

Last column: Löwdin charge in e.
CARTESIAN COORDINATES (ANGSTROEM)
C (-0.585, 3.658, -2.491)  0.0456
C (-3.237, 2.590, -2.804)  -0.2261
H (4.808, 0.358, 2.326)  0.1309
C (7.277, -4.375, 4.762)  -0.0565
H (-6.095, 4.417, -3.014)  0.1308
C (2.356, 2.961, -0.541)  -0.0521
H (-2.810, -4.057, 1.260)  0.1120
C (3.308, 4.051, -0.852)  -0.2234
H (4.770, 2.632, 0.906)  0.1307
C (-4.189, -0.385, 0.083)  0.0407
C (4.012, 1.869, 0.956)  0.0463
C (4.033, 0.724, 1.674)  0.0437
C (5.308, -3.070, 4.524)  -0.2752
C (-4.119, 0.515, -0.939)  0.0393
H (-4.735, 4.622, -7.221)  0.0996
C (-1.335, -3.372, -1.947)  0.0099
C (0.706, 3.941, -2.125)  0.0444
C (-0.193, -4.171, -1.848)  -0.2131
H (-7.542, -6.392, 3.968)  0.0996
C (1.035, -2.218, -1.262)  -0.0990
H (2.083, 5.594, -0.001)  0.1298
H (3.652, 7.403, -0.478)  0.1115
H (1.129, -5.700, -3.456)  0.1213
C (3.356, -1.765, 3.004)  -0.2345
H (1.350, 4.710, -2.515)  0.1315
N (1.983, 0.818, 0.623)  -0.0450
C (5.802, 8.386, -1.391)  -0.0535
H (-4.905, 0.812, -1.611)  0.1279
C (-1.250, -2.035, -1.655)  -0.0656
H (-1.185, 4.170, -3.222)  0.1305
C (-3.582, -3.632, 1.895)  -0.0292
C (5.107, 6.114, -1.421)  -0.2748
H (-4.569, 3.433, -1.338)  0.1300
H (1.935, -4.142, -1.448)  0.1339
N (0.026, 2.151, -0.875)  -0.0631
O (-5.868, 4.271, -5.511)  -0.0571
H (-5.779, -6.547, 3.819)  0.0992
H (4.911, 8.771, -1.890)  0.0994
H (-5.041, -0.960, 0.404)  0.1289
C (2.763, 0.091, 1.487)  -0.2198
C (-2.989, 2.454, -4.165)  -0.0291
H (4.463, -2.466, 1.307)  0.1208
O (6.193, -3.660, 5.341)  -0.0591
C (-2.310, 2.016, -1.800)  -0.0477
C (4.520, 3.780, -1.495)  -0.0280
S (-1.415, -6.423, -1.065)  0.7544
C (4.268, -2.374, 5.152)  0.0281
C (-4.976, 3.700, -4.691)  -0.2743
C (1.020, -1.446, 2.254)  -0.2038
C (-6.665, -6.030, 3.443)  -0.0565
C (3.903, 6.396, -0.776)  0.0087
H (1.949, -1.711, -0.970)  0.1147
C (1.023, -3.567, -1.532)  0.0251
C (-5.584, -3.930, 3.189)  -0.2747
C (-0.787, -2.571, 2.982)  0.0468
C (0.561, -2.538, 3.059)  0.0397
H (-5.693, 3.110, -7.228)  0.0993
C (4.400, -2.444, 2.389)  -0.0281
C (-2.785, 1.023, -0.957)  -0.2374
C (5.368, -3.103, 3.132)  0.0029
C (-3.561, -2.277, 2.197)  -0.2306
H (7.903, -3.716, 4.157)  0.0991
C (-5.674, 4.156, -6.915)  -0.0539
C (-1.015, 2.554, -1.731)  -0.2035
C (2.747, 1.934, 0.282)  -0.2073
C (3.014, 5.367, -0.507)  -0.0214
H (-1.459, -3.243, 3.488)  0.1319
C (-0.310, -5.650, -1.987)  -0.8526
C (-2.506, -1.388, 1.649)  -0.0600
H (5.706, 8.503, -0.310)  0.1002
H (6.673, 8.931, -1.739)  0.0997
C (2.343, -1.040, 2.193)  -0.0751
H (6.337, 4.599, -2.292)  0.1292
O (6.035, 7.026, -1.738)  -0.0579
H (4.246, -2.347, 6.233)  0.1304
Mo (0.068, 0.284, -0.045)  1.8191
H (-2.117, -1.391, -1.695)  0.1121
H (1.204, -3.183, 3.631)  0.1294
C (-4.371, 3.300, -2.394)  -0.0229
N (-0.083, -1.464, -1.279)  -0.0912
C (-3.852, 2.990, -5.110)  0.0058
H (6.160, -3.631, 2.622)  0.1086
N (-2.037, 0.392, 0.025)  -0.0475
C (-4.577, -1.750, 3.001)  -0.0200
C (3.307, -1.735, 4.401)  -0.0248
H (-6.354, -2.170, 4.130)  0.1299
N (0.574, -6.233, -2.807)  0.1222
H (-2.117, 1.907, -4.503)  0.1261
C (1.075, 3.018, -1.132)  -0.2084
C (-5.224, 3.854, -3.321)  0.0289
H (6.918, -5.209, 4.155)  0.0988
C (5.404, 4.795, -1.784)  0.0254
H (-4.576, -5.509, 2.119)  0.1091
C (-5.571, -2.563, 3.496)  0.0271
O (-6.596, -4.636, 3.716)  -0.0593
H (2.513, -1.192, 4.899)  0.1301
H (-4.577, -0.695, 3.246)  0.1293
H (0.539, -7.234, -2.928)  0.1179
H (-3.641, 2.851, -6.160)  0.1101
N (-0.072, -0.848, 1.621)  -0.0522
H (-6.777, -6.214, 2.372)  0.0987
H (-6.505, 4.685, -7.371)  0.1001
H (4.760, 2.764, -1.782)  0.1263
C (-4.584, -4.461, 2.379)  0.0068
H (-2.286, -3.815, -2.204)  0.1268
C (-2.888, -0.461, 0.657)  -0.2326
C (-1.206, -1.554, 2.066)  -0.1885
H (7.858, -4.759, 5.595)  0.0998

Net charge: +2
E_HOMO (spin up / spin down) in eV: -11.99 / -11.95
Spin multiplicity: 3
Frontier orbital gap (spin up / spin down) in eV: 4.706 / 5.142

=====

[2]
The following is a quantum chemistry calculation of a molecular structure, C11H13NOSe2, from the OMol25 dataset.

Last column: Löwdin charge in e.
CARTESIAN COORDINATES (ANGSTROEM)
C (1.679, 0.696, -0.422)  -0.1323
H (4.462, 2.335, 0.529)  0.0981
H (1.370, 3.428, 0.799)  -0.1373
Se (2.155, 3.541, -0.431)  0.8059
C (4.008, 1.413, 0.113)  -0.2517
N (-0.736, -0.555, -0.208)  0.0856
H (-1.634, -2.184, 0.987)  0.1688
C (0.335, -1.219, -0.034)  -0.0939
C (-1.864, -1.198, 0.337)  -0.3478
C (1.694, -0.750, -0.399)  -0.1588
H (-0.840, 2.488, -1.680)  0.0633
C (4.785, 0.388, -0.018)  -0.6664
H (-2.634, -0.186, 2.346)  0.1031
H (-3.202, -1.061, -1.404)  0.0681
C (-3.932, -0.713, 0.542)  -0.2026
H (-3.209, -2.579, -0.655)  0.0977
H (0.705, 1.101, -0.520)  0.0245
O (3.344, -2.410, -1.111)  0.1109
H (-0.255, 2.702, -1.175)  -0.0352
H (-4.618, -1.419, 1.195)  0.1395
Se (5.782, -0.957, -0.241)  0.8797
C (2.588, 1.590, -0.211)  -0.5339
H (0.327, -2.091, 0.563)  0.1093
H (-4.596, 0.002, 0.209)  0.0602
C (-2.660, -0.144, 1.229)  -0.1166
H (-2.443, 0.922, 0.861)  0.1208
C (2.556, -1.621, -0.705)  -0.1391
C (-3.165, -1.518, -0.497)  -0.1197

E_HOMO in eV: -8.04
Energy relative to the best compared isomer or geometry (same formula, charge and spin) in kcal per mole: 36.77
Frontier orbital gap in eV: 7.327

=====

[3]
The following is a quantum chemistry calculation of 7 unconnected molecules or ions with the total composition H13O6S, from the OMol25 dataset.

Last column: Löwdin charge in e.
CARTESIAN COORDINATES (ANGSTROEM)
H (0.757, -1.108, 3.029)  0.0306
H (1.742, -0.908, -0.609)  0.0428
O (1.837, 1.357, -1.351)  -0.0975
H (-1.687, 1.411, -1.644)  -0.0245
H (-1.450, -2.454, -0.979)  0.0531
O (1.324, -1.571, -0.031)  -0.0751
H (1.486, -1.272, 1.728)  -0.0093
H (1.041, 1.544, -1.872)  0.0145
H (-1.169, 0.146, -2.225)  -0.0141
O (1.634, -0.967, 2.652)  -0.0959
H (-1.752, 0.817, 1.890)  -0.3604
H (1.529, 1.568, -0.446)  -0.0081
H (-1.767, -1.075, -0.545)  -0.1034
H (-0.342, 1.228, 0.862)  -0.0879
S (-2.489, 0.498, 0.818)  0.0795
H (0.984, 1.180, 1.764)  0.0238
O (-1.336, 1.067, -2.484)  -0.1037
O (0.515, 1.663, 1.073)  -0.1192
H (0.409, -1.574, -0.361)  0.0064
O (-1.266, -1.549, -1.269)  -0.1514

Net charge: -1
E_HOMO in eV: -4.50
Energy relative to the best compared isomer or geometry (same formula, charge and spin) in kcal per mole: 0.00
Frontier orbital gap in eV: 7.884

=====

[4]
The following is a quantum chemistry calculation of a molecular structure, C13H21Br12F3INO4P, from the OMol25 dataset.

Last column: Löwdin charge in e.
CARTESIAN COORDINATES (ANGSTROEM)
F (-0.967, 3.097, -2.790)  0.1122
O (4.833, -1.619, -1.937)  0.0172
Br (-3.657, -6.660, 2.120)  0.5746
O (0.388, -0.041, 0.039)  -0.2525
H (5.239, 5.981, 2.681)  -0.0391
P (2.163, -0.014, -0.123)  0.5959
H (1.227, 1.861, -1.426)  0.0713
H (0.550, -0.519, -3.062)  0.1174
C (4.746, -0.570, -1.407)  -0.7978
H (-0.524, 1.964, -0.118)  0.1131
H (1.495, 1.558, 1.711)  0.0238
C (-4.536, -5.452, 0.904)  -1.6221
F (-0.932, 4.184, -0.906)  0.1017
H (-5.024, -6.052, 0.150)  -0.0319
C (2.231, 1.636, -1.059)  -0.3197
C (-0.341, -0.462, -1.049)  -0.5589
C (-1.528, 3.145, -1.560)  -0.5845
H (-2.260, 1.815, -0.108)  0.1320
C (-1.392, 1.857, -0.767)  -0.0570
Br (3.836, 3.960, 2.911)  0.5987
H (4.340, -1.011, 0.585)  0.0898
Br (5.201, 5.228, 0.328)  0.5783
H (-1.067, 0.787, -2.645)  0.1088
C (0.682, -1.020, -2.095)  -0.1620
Br (-3.282, -4.306, 0.013)  0.6242
H (2.585, 3.623, -0.866)  0.0486
O (1.992, -0.749, -1.696)  -0.3099
Br (3.056, 6.904, 1.981)  0.5521
F (-2.826, 3.503, -1.743)  0.1016
H (2.132, -1.349, 0.463)  -0.0566
H (3.677, 2.677, -0.087)  -0.0180
Br (-7.374, 0.161, 0.815)  0.5738
Br (-10.060, -1.542, 0.610)  0.5517
C (-1.329, 0.579, -1.607)  -0.0711
C (-0.322, -4.272, 2.395)  -1.6313
H (3.177, 0.979, 1.994)  0.0034
Br (0.486, -5.395, 3.744)  0.5455
Br (-1.635, -3.089, 3.154)  0.5569
H (-7.700, -2.271, 0.510)  -0.0855
H (1.800, -0.080, 2.283)  0.0240
I (5.701, 1.171, -2.465)  0.6174
H (-2.320, 0.130, -1.639)  0.1192
C (4.449, 5.573, 2.068)  -1.6377
Br (0.981, -3.285, 1.368)  0.7173
Br (-7.999, -1.512, -1.820)  0.5665
C (4.111, -0.205, -0.112)  -0.2817
H (0.456, -2.087, -2.199)  0.1170
Br (-5.906, -4.430, 1.796)  0.5781
O (-1.202, -1.544, -0.609)  -0.0751
C (2.180, 0.718, 1.636)  -0.2063
H (-0.844, -4.930, 1.713)  -0.0819
C (-8.208, -1.414, 0.091)  -1.6549
H (4.602, 0.697, 0.254)  0.0414
N (2.691, 2.804, -0.281)  -0.0348
H (-0.610, -2.179, -0.188)  -0.0236
H (2.842, 1.469, -1.952)  0.0206

Net charge: -1
E_HOMO in eV: -5.12
Frontier orbital gap in eV: 6.465

=====

One value per record, in order, for energy: -86488.6652, -145840.5729, -23334.4496, -889554.1359 eV.
One value per record, in order, for maximum force: 0.4, 6.4, 1.2, 1.1 eV Å⁻¹.